ORCA calculation (ωB97M-V/def2-TZVPD) on a structure of composition C4H7NO3P in a non-equilibrium geometry.

```
16
Properties=species:S:1:pos:R:3:mulliken_charge:R:1
H 0.45764 1.80993 1.42828 0.26
N -2.32580 1.47746 0.73341 -0.58
H -0.22765 -2.09418 -0.93843 0.37
C -0.94166 -0.16383 -0.67599 -0.37
C 1.28955 1.68626 0.59856 -1.15
O 1.28802 -0.98720 1.18424 -0.78
H -0.25211 -1.82556 1.29990 0.46
O -1.16968 -2.10563 0.86152 -0.61
H 1.15798 2.40556 -0.10204 0.41
C -1.09808 -1.68127 -0.48086 -0.64
H -2.09062 -2.01432 -0.85191 0.35
H 2.19602 1.98302 0.96385 0.42
C -1.61531 0.77259 0.14884 0.37
O 2.28411 -0.35543 -1.05305 -0.71
H -0.96658 -0.05310 -1.82321 0.25
P 1.30227 -0.06851 0.04872 0.96
```

Results
HOMO-LUMO gap = 8.62 eV
ΔE to the lowest compared entry with this formula, charge and spin = 106.58 kJ/mol
Net charge = -1
Molar mass = 148.08 g mol⁻¹
E_HOMO = -4.6840 eV